Below is a structure of composition C52H50AsBBrHgN6O4S2, with properties calculated with ωB97M-V with the def2-TZVPD basis set.

Geometry (Å):
Hg1 0.4070 1.7277 -1.5345
C1 4.4596 6.0183 -0.8062
C2 3.1927 6.8697 -0.8525
N1 2.1487 6.3000 -1.6681
C3 1.2188 5.3871 -1.2310
S1 -0.0275 5.0051 -2.3287
N2 1.4499 4.9762 0.0175
N3 0.5837 4.1089 0.5532
C4 0.6721 4.0397 1.8839
C5 1.6936 4.8576 2.6405
C6 -0.2825 3.3160 2.6102
C7 -0.6806 3.6613 3.9399
C8 -2.0002 3.5652 4.2751
C9 -2.9621 3.2423 3.2429
C10 -2.5361 2.6925 2.0979
N4 -1.1492 2.3383 2.0003
H1 5.1699 6.4180 -0.0772
H2 4.1931 5.0033 -0.5162
H3 4.9483 5.9875 -1.7823
H4 2.8050 6.9835 0.1611
H5 3.4216 7.8657 -1.2459
H6 2.0409 6.5767 -2.6282
H7 2.6383 4.8136 2.1012
H8 1.3979 5.9091 2.6811
H9 1.8354 4.4818 3.6511
H10 0.0162 4.1188 4.6300
H11 -2.3406 3.8591 5.2597
H12 -4.0058 3.4969 3.3735
H13 -3.1607 2.4311 1.2569
S2 -0.1956 -2.1792 -2.3693
C11 1.5348 -2.1684 -2.6000
C12 2.0885 -2.6327 -3.8104
C13 3.4473 -2.7914 -3.9878
C14 4.3290 -2.4985 -2.9512
C15 3.8085 -2.0102 -1.7655
C16 2.4407 -1.8141 -1.5897
As1 1.7794 -1.0437 0.0864
C17 2.6571 -2.4466 1.1795
C18 1.9364 -3.6348 1.2984
C19 2.4505 -4.7161 1.9958
C20 3.6921 -4.6228 2.6116
C21 4.4125 -3.4417 2.5141
C22 3.9007 -2.3655 1.7985
C23 3.1300 0.3759 0.3070
C24 3.7324 0.9945 -0.7870
C25 4.6119 2.0527 -0.6121
C26 4.9012 2.5200 0.6620
C27 4.2898 1.9303 1.7574
C28 3.4095 0.8726 1.5776
H14 1.4078 -2.9000 -4.6052
H15 3.8256 -3.1614 -4.9350
H16 5.3968 -2.6410 -3.0671
H17 4.4873 -1.7612 -0.9567
H18 0.9621 -3.7111 0.8235
H19 1.8786 -5.6328 2.0664
H20 4.0972 -5.4677 3.1569
H21 5.3836 -3.3578 2.9904
H22 4.4843 -1.4556 1.7225
H23 3.5030 0.6548 -1.7893
H24 5.0667 2.5194 -1.4776
H25 5.5804 3.3525 0.7990
H26 4.4871 2.3012 2.7564
H27 2.9198 0.4426 2.4411
C29 -2.5907 3.9365 -0.8715
O1 -2.7265 2.5552 -1.1818
C30 -3.5103 2.2161 -2.2244
C31 -4.4721 3.0397 -2.7708
C32 -5.1896 2.5855 -3.8708
Br1 -6.5608 3.7024 -4.5872
C33 -4.9343 1.3777 -4.4511
C34 -3.9505 0.5246 -3.9095
C35 -3.2805 0.9137 -2.7433
O2 -2.3886 0.2294 -2.0048
C36 -3.7317 -0.7077 -4.6914
N5 -4.6335 -1.1249 -5.5544
C37 -4.0779 -2.2221 -6.1661
C38 -4.5881 -3.0445 -7.1709
C39 -3.7963 -4.0820 -7.6208
C40 -2.5193 -4.3110 -7.0838
C41 -2.0021 -3.5111 -6.0829
C42 -2.8026 -2.4646 -5.6385
N6 -2.5990 -1.4704 -4.7083
H28 -2.4414 4.5222 -1.7793
H29 -1.6936 4.0168 -0.2618
H30 -3.4675 4.2982 -0.3227
H31 -4.6505 4.0247 -2.3687
H32 -5.4620 1.0462 -5.3311
H33 -2.0963 -0.6277 -2.3516
H34 -5.5778 -2.8710 -7.5724
H35 -4.1616 -4.7357 -8.4035
H36 -1.9287 -5.1374 -7.4585
H37 -1.0274 -3.6866 -5.6558
H38 -1.7859 -1.4590 -4.0933
C43 -1.9393 -4.4822 6.0208
C44 -1.9692 -4.4900 4.4851
C45 -1.2143 -5.7234 3.9744
C46 -3.4276 -4.6120 4.0406
C47 -1.3123 -3.2070 3.9681
C48 0.0270 -2.9511 4.2680
C49 0.6664 -1.7648 3.9098
C50 -0.0809 -0.8304 3.2327
O3 0.2644 0.4320 2.8316
B1 -0.9190 0.9771 2.3107
O4 -1.9434 0.0150 2.2991
C51 -1.4051 -1.0789 2.9058
C52 -2.0409 -2.2475 3.2577
H39 -2.3840 -5.4000 6.4146
H40 -2.5016 -3.6313 6.4090
H41 -0.9186 -4.4075 6.3951
H42 -1.6954 -6.6363 4.3365
H43 -0.1788 -5.7283 4.3142
H44 -1.2123 -5.7443 2.8844
H45 -3.8595 -5.5244 4.4580
H46 -3.5095 -4.6651 2.9540
H47 -4.0242 -3.7690 4.3917
H48 0.6075 -3.6954 4.7981
H49 1.7077 -1.5918 4.1442
H50 -3.0742 -2.3893 2.9804

Lowest unoccupied orbital energy (spin up / spin down) (eV): 3.690 / 3.686
Net charge: -2
HOMO energy (spin up / spin down) (eV): -1.66 / -1.96
2S+1: 2

Below is a structure of composition C52H50AsBiCl3N7O5PSi2, with properties calculated with ωB97M-V with the def2-TZVPD basis set.

Geometry (Å):
Bi1 1.6714 -0.7237 1.6932
C1 -1.9618 -2.1268 3.7925
C2 -1.5877 -3.2890 4.5307
C3 -0.2803 -3.6214 4.6314
C4 0.7501 -2.8203 4.0222
N1 0.3374 -1.7385 3.2406
C5 -0.9811 -1.4300 3.1692
N2 1.9877 -3.1526 4.2318
C6 3.0916 -2.5028 3.8139
N3 3.1728 -1.2824 3.1552
C7 4.5128 -0.9199 3.0198
N4 5.0473 0.2456 2.6368
C8 4.3509 1.3334 2.3887
C9 5.0648 2.5641 2.2173
C10 4.3934 3.7432 2.1514
C11 2.9758 3.7406 2.1949
C12 2.3389 2.5350 2.2519
N5 2.9788 1.3497 2.3548
C13 5.2986 -1.9834 3.5392
C14 6.6842 -2.1755 3.5839
C15 7.1619 -3.3465 4.1203
C16 6.2778 -4.3202 4.6405
C17 4.9171 -4.1433 4.6157
C18 4.4081 -2.9646 4.0460
H1 -2.9921 -1.8130 3.7106
H2 -2.3546 -3.8937 4.9984
H3 0.0525 -4.4892 5.1832
H4 -1.2150 -0.5619 2.5658
H5 6.1428 2.5089 2.1699
H6 4.9274 4.6797 2.0431
H7 2.4068 4.6602 2.1674
H8 1.2511 2.4807 2.2376
H9 7.3444 -1.4192 3.1788
H10 8.2280 -3.5393 4.1428
H11 6.6912 -5.2312 5.0579
H12 4.2373 -4.8932 5.0000
O1 6.0302 2.5645 -1.1539
C19 5.1586 3.5360 -1.3464
O2 5.5093 4.6289 -1.7294
C20 3.7173 3.2629 -1.1095
C21 2.7764 4.2565 -1.1458
N6 1.5831 3.6712 -1.0095
N7 1.6563 2.3482 -0.8784
C22 2.9522 2.0663 -0.9308
C23 3.4746 0.7016 -0.8767
O3 4.6227 0.4532 -0.5899
O4 2.6413 -0.2767 -1.3156
H13 5.6159 1.7382 -0.8027
H14 2.9107 5.3189 -1.2491
H15 0.6866 4.1076 -0.8630
Cl1 4.5528 -2.8023 0.1370
Si1 2.5662 -3.0377 0.5740
Cl2 2.5034 -4.8146 1.6362
Cl3 1.6559 -3.7346 -1.1797
O5 0.9094 1.0595 4.7674
H16 1.6373 1.2192 4.1522
H17 1.1013 0.2073 5.1736
C24 0.8474 -1.2653 -3.2405
Si2 2.5944 -0.6240 -2.9666
C25 2.8189 0.9957 -3.9170
C26 3.9068 -1.8881 -3.4257
H18 0.3717 -0.7963 -4.1043
H19 0.2459 -1.0568 -2.3573
H20 0.8438 -2.3421 -3.3918
H21 2.7628 0.8290 -4.9936
H22 3.7817 1.4680 -3.7074
H23 2.0439 1.7166 -3.6485
H24 3.8694 -2.1166 -4.4931
H25 3.7379 -2.8146 -2.8789
H26 4.9149 -1.5473 -3.1856
C27 -1.8424 0.8811 -2.0139
C28 -3.2924 1.3297 -2.1326
As1 -3.8983 1.0624 -3.9971
C29 -3.9066 -0.8913 -3.8643
C30 -3.0354 -1.6269 -4.6620
C31 -2.9670 -3.0084 -4.5465
C32 -3.7735 -3.6641 -3.6294
C33 -4.6500 -2.9398 -2.8327
C34 -4.7136 -1.5609 -2.9494
C35 -5.8204 1.3285 -3.7204
C36 -6.3536 2.1110 -2.7023
C37 -7.7246 2.3065 -2.6015
C38 -8.5813 1.7257 -3.5231
C39 -8.0607 0.9510 -4.5515
C40 -6.6926 0.7617 -4.6492
P1 -1.0819 0.6943 -0.3069
C41 -2.4072 -0.4486 0.2987
C42 -2.1728 -1.8048 0.0731
C43 -3.1280 -2.7539 0.3978
C44 -4.3338 -2.3588 0.9569
C45 -4.5743 -1.0142 1.1980
C46 -3.6182 -0.0628 0.8699
C47 -1.5957 2.2720 0.4813
C48 -1.6980 2.3438 1.8718
C49 -2.0065 3.5390 2.5024
C50 -2.1978 4.6952 1.7599
C51 -2.0678 4.6491 0.3801
C52 -1.7587 3.4503 -0.2501
H27 -1.1700 1.5264 -2.5904
H28 -1.7583 -0.1225 -2.4382
H29 -3.4288 2.3744 -1.8585
H30 -3.9341 0.7275 -1.4907
H31 -2.4034 -1.1091 -5.3756
H32 -2.2881 -3.5732 -5.1727
H33 -3.7187 -4.7410 -3.5340
H34 -5.2852 -3.4519 -2.1213
H35 -5.4005 -1.0030 -2.3218
H36 -5.6976 2.5730 -1.9738
H37 -8.1254 2.9194 -1.8038
H38 -9.6503 1.8749 -3.4415
H39 -8.7242 0.5030 -5.2805
H40 -6.2848 0.1569 -5.4527
H41 -1.2290 -2.1232 -0.3611
H42 -2.9292 -3.8030 0.2207
H43 -5.0829 -3.0984 1.2105
H44 -5.5145 -0.7056 1.6391
H45 -3.8179 0.9825 1.0663
H46 -1.5359 1.4603 2.4773
H47 -2.0943 3.5676 3.5807
H48 -2.4452 5.6256 2.2539
H49 -2.2048 5.5493 -0.2073
H50 -1.6550 3.4320 -1.3290

Lowest unoccupied orbital energy (eV): 1.814
Net charge: -1
HOMO energy (eV): -2.39
2S+1: 1

The records above give, respectively, maximum force values of 0.45; 1.19 eV Å⁻¹.
The records above give, respectively, E values of -8425.64036; -7522.68508 Eh.
The records above give, respectively, relative energy (zero: lowest compared OMol25 entry of this formula, charge and spin) values of 39.0; 23.9 kcal per mole.